Record 1
{"formula": "C9H24ClN3O3", "method": "ωB97M-V/def2-TZVPD", "symbols": ["C", "C", "O", "N", "H", "H", "C", "H", "H", "H", "H", "H", "H", "C", "C", "O", "N", "H", "H", "C", "H", "H", "H", "H", "H", "H", "C", "C", "O", "N", "H", "H", "C", "H", "H", "H", "H", "H", "H", "Cl"], "xyz": [[-1.312, -2.998, 0.189], [-0.243, -3.449, -0.840], [-0.556, -3.905, -1.903], [1.225, -3.232, -0.501], [1.380, -2.883, 0.434], [1.661, -4.130, -0.659], [1.955, -2.216, -1.395], [-1.316, -1.912, 0.100], [-1.036, -3.344, 1.185], [-2.311, -3.245, -0.170], [1.669, -1.222, -1.050], [1.735, -2.347, -2.454], [3.025, -2.424, -1.396], [-1.152, 2.712, 2.401], [0.384, 2.717, 2.377], [1.002, 3.155, 1.433], [1.105, 1.841, 3.382], [0.699, 1.744, 4.302], [1.010, 0.907, 3.008], [2.603, 2.117, 3.405], [-1.566, 3.329, 3.198], [-1.488, 1.685, 2.549], [-1.677, 3.036, 1.503], [2.852, 3.178, 3.377], [2.986, 1.554, 2.554], [3.032, 1.621, 4.276], [0.032, 1.064, -0.937], [-0.449, 0.555, -2.268], [0.251, -0.207, -2.914], [-1.941, 0.833, -2.557], [-2.503, 0.544, -1.769], [-2.096, 1.831, -2.559], [-2.471, 0.290, -3.951], [-0.256, 0.345, -0.170], [-0.558, 1.920, -0.611], [1.094, 1.262, -0.793], [-3.512, 0.558, -4.131], [-2.298, -0.786, -3.981], [-1.853, 0.700, -4.749], [0.896, -1.199, 2.082]], "forces_ev_per_angstrom": [[1.3, 0.1, -1.1], [-2.8, 0.0, -0.5], [1.5, 0.5, 1.0], [0.2, 0.5, -1.9], [-0.2, 0.2, 1.3], [0.3, -0.5, 0.2], [-0.1, -0.4, -0.6], [0.4, 0.2, 0.7], [-0.4, 0.4, 0.0], [0.3, -0.8, 0.1], [0.4, -0.3, 0.0], [-0.8, -0.2, 0.2], [0.0, 0.2, 0.9], [0.2, -0.4, 0.8], [-1.0, 0.4, -3.0], [-0.4, -0.8, 2.3], [0.9, 1.6, -0.2], [-0.4, 0.6, 0.5], [-0.2, -1.8, -0.8], [0.1, -0.9, 0.0], [0.2, -0.1, 0.3], [0.1, -0.2, 0.4], [0.9, 0.3, -0.3], [-0.3, -0.2, -0.1], [0.1, 0.5, -0.1], [-0.3, 0.2, 0.1], [-1.5, 0.9, 0.4], [3.3, -2.5, 0.3], [-3.1, 2.3, 0.5], [0.1, -0.4, -2.4], [-0.3, -0.7, 0.3], [0.3, 0.8, -0.1], [0.9, -0.3, 0.5], [0.1, -0.7, 0.1], [0.3, 0.5, -0.2], [-0.1, -0.1, -0.7], [0.1, 0.0, 0.5], [-0.2, 0.1, 0.3], [0.1, 0.3, 0.4], [0.0, 0.6, -0.4]], "lowdin_charge": [0.0020, -0.3629, 0.1649, 0.1015, 0.0276, 0.1792, 0.0245, 0.0434, 0.0790, 0.0976, 0.0596, 0.0980, 0.1132, 0.0250, -0.3470, 0.1381, 0.0772, 0.1812, -0.0245, 0.0301, 0.1010, 0.0893, 0.0875, 0.1125, 0.0978, 0.1112, -0.0025, -0.3242, 0.1500, 0.1203, 0.1719, 0.1696, 0.0720, 0.0478, 0.0767, 0.1133, 0.1088, 0.1018, 0.1084, -0.2212], "de_lowest_kcal_mol": 28.1, "largest_force_ha_per_bohr": 0.081, "total_charge": 2, "energy_ha": -1206.8905, "orbital_gap_ev": 8.3, "homo_energy_ev": -14.875, "multiplicity": 1}

Record 2
{"formula": "C5H11NO2", "method": "ωB97M-V/def2-TZVPD", "symbols": ["C", "C", "C", "C", "C", "O", "O", "N", "H", "H", "H", "H", "H", "H", "H", "H", "H", "H", "H"], "xyz": [[-2.045, 0.144, -1.453], [-0.841, -0.579, -0.794], [-0.600, -0.124, 0.751], [0.540, 0.829, 1.160], [1.917, 0.393, 1.594], [2.326, -0.765, 0.912], [2.629, 0.908, 2.391], [0.380, -0.676, -1.618], [-2.846, -0.568, -1.718], [-2.439, 0.901, -0.777], [-1.752, 0.668, -2.471], [-1.154, -1.672, -0.721], [-1.488, 0.364, 1.191], [-0.277, -1.150, 1.127], [-0.008, 1.511, 1.945], [0.613, 1.670, 0.429], [3.224, -0.936, 1.151], [1.065, -1.019, -0.952], [0.757, 0.103, -2.146]], "forces_ev_per_angstrom": [[0.9, 0.6, -2.0], [-0.5, -0.3, 0.1], [1.3, -2.0, -1.1], [-2.1, 3.1, 0.4], [-0.3, -1.6, -1.1], [-1.8, 1.3, 0.0], [0.2, 0.5, 0.4], [-0.3, -0.5, 0.8], [0.3, 0.4, 0.2], [-0.1, 0.1, -0.2], [-0.5, -0.9, 2.1], [0.3, 1.3, 0.2], [0.1, -1.2, -0.2], [-1.1, 1.4, 0.6], [1.8, -1.5, -0.5], [0.6, -0.8, -0.1], [1.1, -0.2, 0.5], [0.5, 0.1, -0.6], [-0.5, 0.3, 0.5]], "lowdin_charge": [-0.0775, -0.4250, -0.1482, -0.1293, -0.4874, 0.0634, 0.1247, 0.0225, 0.0660, 0.0501, 0.1042, 0.1275, 0.1001, 0.1219, 0.1499, 0.1327, 0.0970, 0.0403, 0.0671], "de_lowest_kcal_mol": 38.6, "largest_force_ha_per_bohr": 0.073, "total_charge": 0, "smiles": "C[C@@H](N)CCC(=O)O", "energy_ha": -402.3166, "orbital_gap_ev": 9.7, "homo_energy_ev": -8.972, "multiplicity": 1}

Record 3
{"formula": "C2H4N4", "method": "ωB97M-V/def2-TZVPD", "symbols": ["N", "C", "N", "N", "C", "N", "H", "H", "H", "H"], "xyz": [[2.001, 0.007, -0.296], [0.624, 0.023, -0.123], [0.349, -1.031, 0.566], [-1.502, -0.606, 0.557], [-1.448, 0.519, -0.092], [-0.263, 0.943, -0.507], [2.562, 0.689, 0.178], [2.454, -0.837, -0.602], [-2.464, -0.912, 0.758], [-2.365, 1.064, -0.322]], "forces_ev_per_angstrom": [[0.5, 0.8, -1.1], [0.3, -0.8, 0.9], [-4.0, -0.3, 0.5], [1.4, -0.3, -0.1], [0.5, 0.1, -0.3], [0.1, 0.9, -0.5], [0.0, 0.1, 0.0], [-0.2, 0.1, 0.3], [1.1, -0.7, 0.3], [0.3, 0.1, 0.0]], "lowdin_charge": [0.1147, -0.6191, 0.2440, 0.0797, -0.3019, 0.0825, 0.0885, 0.0877, 0.1033, 0.1207], "de_lowest_kcal_mol": 61.8, "largest_force_ha_per_bohr": 0.078, "total_charge": 0, "energy_ha": -297.5458, "orbital_gap_ev": 10.0, "homo_energy_ev": -9.661, "multiplicity": 1}

Record 4
{"formula": "C7H10O", "method": "ωB97M-V/def2-TZVPD", "symbols": ["C", "C", "C", "C", "C", "C", "C", "O", "H", "H", "H", "H", "H", "H", "H", "H", "H", "H"], "xyz": [[-0.524, 0.587, 1.584], [-1.360, 0.885, 0.555], [0.680, -0.349, 0.528], [-1.078, 0.289, -0.647], [1.048, -1.715, 1.228], [1.838, 0.604, 0.305], [-1.902, 0.526, -1.873], [0.003, -0.381, -0.768], [-2.341, 1.500, 0.551], [1.522, -1.557, 2.130], [1.546, -2.536, 0.678], [0.155, -2.210, 1.513], [2.554, 0.327, -0.358], [2.441, 0.743, 1.225], [1.557, 1.599, -0.004], [-1.642, 1.503, -2.212], [-2.911, 0.323, -1.738], [-1.586, -0.136, -2.697]], "forces_ev_per_angstrom": [[3.0, -1.8, -1.0], [-2.8, 1.1, -0.2], [-0.6, 1.4, 2.9], [-1.1, 0.7, -1.4], [-1.5, 0.0, -3.0], [-0.5, 0.9, 2.9], [2.5, -1.5, -0.9], [0.5, -1.5, 0.3], [1.7, -1.0, 0.5], [1.3, 0.8, 1.7], [0.3, 1.0, -0.3], [-1.3, -0.2, 0.3], [1.9, -1.5, -2.4], [-0.7, -0.1, -0.1], [-0.6, 0.3, 0.0], [-0.4, 1.0, -0.2], [-1.9, 0.3, 0.5], [0.1, 0.1, 0.4]], "lowdin_charge": [0.1256, -0.1894, -0.3985, -0.3592, -0.0191, -0.0504, 0.0212, 0.0605, 0.1286, 0.0486, 0.0873, 0.0571, 0.0405, 0.1025, 0.0840, 0.0925, 0.0685, 0.0997], "de_lowest_kcal_mol": 102.7, "largest_force_ha_per_bohr": 0.070, "total_charge": 0, "energy_ha": -347.7996, "orbital_gap_ev": 8.3, "homo_energy_ev": -8.067, "multiplicity": 1}

Record 5
{"formula": "C4H12", "method": "ωB97M-V/def2-TZVPD", "symbols": ["C", "C", "H", "H", "H", "H", "H", "H", "C", "C", "H", "H", "H", "H", "H", "H"], "xyz": [[-0.926, -1.710, -0.409], [0.347, -1.892, -1.240], [-1.198, -2.449, 0.340], [-0.939, -0.914, 0.203], [-1.885, -1.462, -0.789], [0.106, -1.816, -2.351], [1.073, -2.597, -1.001], [1.060, -1.150, -1.176], [1.036, 1.298, 0.687], [-0.390, 2.190, 0.741], [0.924, 0.715, -0.186], [1.856, 1.942, 0.936], [1.021, 0.782, 1.574], [-0.342, 2.642, 1.831], [-1.253, 1.533, 0.822], [-0.490, 2.888, 0.019]], "forces_ev_per_angstrom": [[0.2, -2.2, 0.0], [-2.6, 0.7, -2.2], [0.5, -0.9, -0.2], [1.3, 3.3, 2.3], [-0.8, -0.4, -2.0], [0.3, -0.8, 1.3], [0.3, -2.7, 0.3], [0.8, 2.9, 0.5], [-3.6, 3.2, -0.3], [2.7, -2.7, 5.2], [1.0, -0.6, -0.8], [0.7, 0.6, -1.1], [-0.4, -2.2, 1.9], [-0.2, -0.2, -2.1], [0.0, -0.2, -0.4], [-0.3, 2.3, -2.3]], "lowdin_charge": [-0.2475, -0.3080, 0.0476, -0.0204, 0.0340, 0.0657, 0.0087, -0.0182, -0.3253, -0.2471, 0.0004, -0.0031, -0.0280, 0.0585, 0.0174, -0.0346], "de_lowest_kcal_mol": 50.9, "largest_force_ha_per_bohr": 0.126, "total_charge": -1, "energy_ha": -159.4491, "orbital_gap_ev": [2.8, 11.8], "homo_energy_ev": [1.563, -7.355], "multiplicity": 2}

Record 6
{"formula": "C4H9ClO", "method": "ωB97M-V/def2-TZVPD", "symbols": ["C", "C", "C", "C", "H", "H", "H", "H", "H", "H", "H", "H", "H", "O", "Cl"], "xyz": [[1.914, -2.081, -0.273], [0.709, -0.181, -0.143], [-0.155, -0.309, 1.167], [-0.543, 0.582, -0.875], [1.433, -2.627, 0.477], [2.282, -2.785, -0.997], [2.769, -1.572, 0.422], [1.527, 0.571, 0.163], [-1.352, -0.914, 1.292], [-0.147, 0.759, 1.754], [0.411, -1.273, 1.677], [-1.226, -0.260, -1.284], [-0.135, 1.453, -1.776], [0.921, -1.229, -0.894], [-1.440, 1.672, 0.363]], "forces_ev_per_angstrom": [[1.3, 1.1, 1.1], [-6.0, 6.0, 2.0], [0.9, -4.7, 4.4], [1.9, 2.4, -2.7], [-1.0, -1.2, 1.1], [0.4, 0.1, -0.4], [-1.7, -0.5, -2.4], [-0.6, -1.4, -0.9], [3.5, 2.4, -1.3], [0.5, -3.8, -0.9], [-0.9, 2.7, 0.0], [1.0, 1.8, 0.7], [-1.6, -2.9, 2.5], [2.9, -2.6, -0.6], [-0.6, 0.7, -2.6]], "lowdin_charge": [-0.0646, -0.5654, -0.2705, -0.4371, 0.0399, 0.0808, 0.1523, 0.1686, 0.1625, 0.0514, 0.0829, 0.1023, 0.1441, -0.1348, 0.4876], "de_lowest_kcal_mol": 118.3, "largest_force_ha_per_bohr": 0.169, "total_charge": 0, "energy_ha": -693.0501, "orbital_gap_ev": 10.4, "homo_energy_ev": -9.495, "multiplicity": 1}

Record 7
{"formula": "CH3FIP", "method": "ωB97M-V/def2-TZVPD", "symbols": ["C", "F", "P", "I", "H", "H", "H"], "xyz": [[0.437, -0.414, 0.609], [-2.153, 0.475, -0.863], [-0.637, 0.205, -1.297], [2.336, -0.744, 0.118], [0.361, 0.309, 1.454], [0.027, -1.327, 0.892], [-0.372, 1.496, -0.912]], "forces_ev_per_angstrom": [[-2.9, 2.5, -1.2], [-0.7, -0.7, 0.1], [1.3, -0.8, 2.7], [2.4, -0.2, -0.8], [-0.1, -0.4, -1.0], [-0.9, -1.4, 0.4], [1.0, 1.0, -0.2]], "lowdin_charge": [-0.9544, -0.4344, 0.8319, 0.7482, -0.0026, -0.0759, -0.1128], "de_lowest_kcal_mol": 26.1, "largest_force_ha_per_bohr": 0.079, "total_charge": 0, "smiles": "FPCI", "energy_ha": -778.7732, "orbital_gap_ev": 9.4, "homo_energy_ev": -9.096, "multiplicity": 1}

Record 8
{"formula": "C2H8N3", "method": "ωB97M-V/def2-TZVPD", "symbols": ["C", "C", "N", "N", "N", "H", "H", "H", "H", "H", "H", "H", "H"], "xyz": [[0.518, -0.076, -0.562], [0.913, -1.351, -0.834], [0.402, 1.081, -0.605], [-1.031, -0.533, 1.292], [0.125, 2.314, -0.363], [1.555, -1.419, -1.728], [-0.023, -1.908, -1.242], [1.250, -1.895, 0.083], [-1.173, -1.442, 1.882], [-1.760, -0.469, 0.521], [0.403, 2.598, 0.603], [0.191, 3.007, -1.051], [-1.370, 0.093, 2.005]], "forces_ev_per_angstrom": [[-0.5, 5.5, 0.1], [-1.1, -4.9, -1.3], [0.8, -2.9, -0.8], [-1.4, -2.1, 0.7], [-0.4, 0.7, 3.6], [0.4, 0.3, 0.7], [1.3, 0.6, 1.0], [0.0, 0.5, -1.0], [0.2, 1.6, -2.0], [0.9, -0.6, 1.5], [-0.4, -0.2, -1.3], [0.4, 0.6, -1.5], [0.0, 0.9, 0.0]], "lowdin_charge": [-0.0725, -0.0273, 0.0690, 0.0010, 0.1360, 0.1245, 0.1504, 0.1338, 0.1011, 0.0747, 0.1691, 0.1164, 0.0236], "de_lowest_kcal_mol": 89.9, "largest_force_ha_per_bohr": 0.107, "total_charge": 1, "energy_ha": -244.9244, "orbital_gap_ev": 10.9, "homo_energy_ev": -14.469, "multiplicity": 1}